No. 1
C28H21BrN4OPd | ωB97M-V/def2-TZVPD

## Properties
Max |F| = 2.34 eV Å⁻¹
Energy above the lowest of the compared OMol25 structures with the same formula, charge and spin = 10.5 kcal/mol
HOMO energy = -7.0 eV
Orbital gap = 5.8 eV

Geometry as ORCA input:
```
! wB97M-V def2-TZVPD RIJCOSX def2/J DEFGRID3
* xyz 0 1
C 1.370 4.573 -1.677
C 3.917 1.382 2.963
C -4.314 -2.927 -0.238
H 3.391 -3.532 -1.997
C 1.837 0.826 1.808
C 0.282 4.887 -3.785
H -4.580 -2.121 -2.207
C 2.633 -2.787 -1.848
C 3.125 1.403 1.841
C -3.731 -3.719 2.039
C -0.305 3.010 -2.401
H 2.084 4.896 -0.936
H 2.522 -1.685 -3.760
H 0.146 5.454 -4.693
C -0.472 3.747 -3.565
H 1.792 6.193 -3.014
H 1.952 -3.145 0.250
H -1.867 1.997 -1.344
C 1.400 0.102 2.975
C 1.208 5.301 -2.844
C 0.231 -0.691 3.036
C 0.467 0.039 -2.498
C -1.799 -2.804 3.149
Pd -0.429 -0.169 0.211
C -1.579 -1.904 2.089
N -0.595 -0.950 2.032
H -4.569 -4.396 2.031
H -1.196 3.438 -4.307
C 3.431 0.770 4.116
N -2.103 -1.233 -0.134
H 0.608 0.411 -3.514
Br 4.495 0.777 5.695
C 1.198 -1.088 -2.092
C 2.219 0.129 4.124
H 4.898 1.828 2.947
C -2.860 -1.312 -1.239
O 1.123 1.012 0.746
H 0.742 2.865 -0.540
C -2.858 -3.688 3.111
H -1.700 1.512 -3.049
C -2.406 -2.008 0.935
N -0.362 0.629 -1.690
C 0.615 3.436 -1.450
C -3.979 -2.126 -1.311
H 1.890 -0.386 5.015
C -3.508 -2.905 0.920
H 0.039 -1.163 3.995
H -2.996 -4.379 3.929
N 1.033 -1.600 -0.826
H -2.554 -0.709 -2.084
H 3.475 1.875 0.937
C 1.891 -2.595 -0.673
H -1.124 -2.825 3.988
H -5.176 -3.575 -0.275
C -1.138 1.773 -2.140
C 2.190 -1.840 -2.752
*
```

=====

No. 2
C4H13N2O | ωB97M-V/def2-TZVPD

## Properties
Max |F| = 6.82 eV Å⁻¹
Energy above the lowest of the compared OMol25 structures with the same formula, charge and spin = 65.2 kcal/mol
HOMO energy = -14.0 eV
Orbital gap = 11.1 eV

Geometry as ORCA input:
```
! wB97M-V def2-TZVPD RIJCOSX def2/J DEFGRID3
* xyz 1 1
C 0.281 -0.159 -1.777
H 0.575 0.349 -2.601
H 0.635 -0.153 0.392
N -0.822 -0.769 1.129
C -1.628 -0.920 -0.125
H 2.188 3.143 1.316
H 0.457 -1.212 -1.982
N 1.232 0.063 -0.527
H 1.544 1.049 -0.383
O 1.899 2.684 0.605
H 0.034 -1.572 2.873
H -1.612 -2.027 -0.546
C -0.586 -1.709 1.971
H -0.921 -2.774 1.791
C -1.126 0.090 -1.170
H 1.052 2.979 0.142
H 2.143 -0.460 -0.551
H -1.757 -0.041 -2.118
H -1.350 1.107 -0.820
H -2.683 -0.728 0.032
*
```